7
Properties=species:S:1:pos:R:3:forces:R:3 method="wB97M-V/def2-TZVPD" lumo_ev="-8.72 / -14.89" s_squared=0.75 energy_ev=-3676.3365 e_homo_ev="-24.18 / -23.97" multiplicity=2 de_lowest_kj_mol=51.7 total_charge=+2
Cs 8.865770 38.594954 -18.506017 -0.893 -0.169 -0.351
C 12.101346 39.006345 -16.616478 -1.202 0.849 1.478
O 12.273248 40.069414 -17.470500 0.493 0.007 1.431
H 12.997484 38.419215 -16.817307 1.052 -1.115 -0.351
H 12.188222 39.247358 -15.557016 0.466 0.787 -0.006
H 11.170543 38.446059 -16.704734 0.316 -0.438 -0.858
H 12.052382 39.809979 -18.368008 -0.232 0.080 -1.343